1.
Here is C26H69N5O15 as an isolated structure from OMol25. Energies are from wB97M-V/def2-TZVPD.

Geometry as ORCA input:
```
! RIJCOSX wB97M-V def2-TZVPD def2/J DEFGRID3
* xyz 0 1
C -10.02 -2.56 -10.92
C -9.42 -3.39 -9.77
C -8.98 -2.52 -8.61
C -8.52 -3.32 -7.36
C -7.28 -4.17 -7.64
C -6.90 -4.90 -6.34
H -10.22 -3.25 -11.74
H -9.29 -1.79 -11.13
H -10.93 -2.17 -10.47
H -10.12 -4.14 -9.38
H -8.58 -3.99 -10.14
H -9.79 -1.85 -8.33
H -8.14 -1.85 -8.80
H -8.23 -2.69 -6.51
H -9.21 -4.06 -6.95
H -7.51 -4.98 -8.34
H -6.44 -3.57 -8.00
H -6.22 -5.74 -6.52
H -6.25 -4.28 -5.71
H -7.81 -5.25 -5.86
C -12.33 -1.92 -6.71
C -13.55 -1.34 -7.35
O -14.27 -0.51 -6.39
O -12.44 -3.05 -5.83
H -11.79 -1.13 -6.19
H -11.66 -2.40 -7.42
H -14.29 -2.05 -7.76
H -13.36 -0.70 -8.22
H -14.64 0.20 -6.93
H -12.68 -2.73 -4.96
C -7.36 -8.38 -7.07
C -7.15 -8.31 -8.56
O -8.11 -7.39 -9.13
O -8.75 -8.36 -6.74
H -6.87 -7.59 -6.47
H -6.96 -9.30 -6.63
H -7.43 -9.28 -8.98
H -6.12 -8.08 -8.81
H -8.86 -7.53 -8.52
H -8.92 -8.14 -5.81
C -10.40 0.05 -15.16
C -10.27 -1.00 -14.07
O -9.05 -1.69 -14.28
O -9.30 0.94 -15.17
H -11.22 0.73 -14.95
H -10.51 -0.50 -16.10
H -11.14 -1.61 -13.82
H -10.08 -0.40 -13.15
H -8.82 -2.24 -13.53
H -8.49 0.49 -15.44
C -3.62 -4.94 -4.88
C -4.19 -6.28 -4.47
O -4.65 -6.96 -5.66
O -2.52 -5.19 -5.80
H -3.15 -4.33 -4.10
H -4.31 -4.28 -5.42
H -4.95 -6.16 -3.70
H -3.39 -6.94 -4.14
H -3.90 -6.83 -6.26
H -2.65 -4.66 -6.59
C -12.14 -6.41 -6.65
C -11.40 -6.78 -5.39
O -9.99 -6.47 -5.60
O -11.92 -7.39 -7.68
H -11.83 -5.43 -7.02
H -13.21 -6.38 -6.46
H -11.55 -7.83 -5.17
H -11.70 -6.07 -4.61
H -9.90 -5.56 -5.32
H -10.97 -7.40 -7.81
O -8.74 0.78 -10.77
C -8.58 1.42 -9.75
N -7.50 1.22 -8.96
C -9.52 2.53 -9.29
H -7.40 1.67 -8.08
H -6.86 0.56 -9.37
H -9.00 3.17 -8.58
H -10.40 2.08 -8.84
H -9.82 3.14 -10.14
O -4.05 -2.53 -6.85
C -4.08 -1.85 -7.87
N -3.10 -1.81 -8.79
C -5.42 -1.19 -8.19
H -3.09 -1.12 -9.52
H -2.31 -2.40 -8.57
H -5.76 -1.84 -9.00
H -5.29 -0.14 -8.43
H -6.06 -1.40 -7.34
O -13.80 2.45 -12.83
C -12.61 2.18 -12.76
N -11.70 2.95 -13.42
C -12.01 1.19 -11.80
H -12.08 3.78 -13.84
H -10.79 2.57 -13.62
H -11.27 1.63 -11.15
H -11.58 0.29 -12.25
H -12.85 0.86 -11.19
O -8.37 -9.69 -5.28
C -7.33 -9.03 -5.18
N -7.38 -7.70 -5.39
C -6.01 -9.67 -4.85
H -8.29 -7.24 -5.37
H -6.54 -7.14 -5.30
H -6.07 -10.72 -4.58
H -5.58 -9.23 -3.95
H -5.40 -9.56 -5.74
O -6.70 -3.52 -11.96
C -6.32 -4.39 -11.18
N -7.06 -5.48 -10.90
C -4.96 -4.29 -10.51
H -7.00 -6.07 -10.08
H -7.88 -5.50 -11.49
H -4.47 -3.36 -10.78
H -4.36 -5.14 -10.83
H -5.07 -4.20 -9.43
*
```

The HOMO energy comes out at -6.911 eV. The value obtained for the largest force on an atom is 16.69 eV Å⁻¹. For the calculated total energy, the calculation gives -2434.010667 Eh. Its gap between HOMO and LUMO is 6.95 eV. Its energy above the lowest of the compared OMol25 structures with the same formula, charge and spin is 782.6 kJ/mol.

Here are the Löwdin charges for atoms 1 to 4, given in e:
1 C -0.09
2 C -0.25
3 C -0.20
4 C -0.19

=====

2.
Here is C11H14BHgN7S as an isolated structure from OMol25. Energies are from wB97M-V/def2-TZVPD.

Geometry as ORCA input:
```
! RIJCOSX wB97M-V def2-TZVPD def2/J DEFGRID3
* xyz 0 1
H 0.54 -3.56 -0.49
N 0.48 -1.45 -0.79
B 0.78 0.91 -1.76
N 0.94 -0.64 -1.79
C 1.54 -1.38 -2.75
Hg -0.62 -0.65 1.09
H 1.96 -0.88 -3.62
C 1.46 -2.70 -2.36
H 1.84 -3.55 -2.90
C 0.80 -2.71 -1.12
H 1.24 1.42 -2.73
C -1.49 0.33 2.79
H -1.76 -0.48 3.49
H -2.36 0.90 2.45
H -0.75 1.03 3.20
N 1.50 1.39 -0.47
N -0.75 1.18 -1.66
N 1.21 0.81 0.73
N -1.48 0.57 -0.69
C 2.50 2.29 -0.31
C -1.56 1.93 -2.44
H 2.89 2.81 -1.17
H -1.15 2.45 -3.28
C 2.81 2.33 1.05
C -2.85 1.82 -1.92
C 1.97 1.39 1.67
C -2.76 0.96 -0.81
H 3.54 2.95 1.53
H -3.74 2.30 -2.28
H 1.87 1.12 2.72
H -3.52 0.64 -0.12
H -0.15 -2.59 2.86
S -0.71 -3.84 2.79
C -1.74 -3.60 4.09
N -2.47 -3.49 5.01
*
```

The HOMO energy comes out at -8.971 eV. The value obtained for the largest force on an atom is 3.36 eV Å⁻¹. For the calculated total energy, the calculation gives -1387.322111 Eh. Its gap between HOMO and LUMO is 9.08 eV. Its energy above the lowest of the compared OMol25 structures with the same formula, charge and spin is 33.5 kJ/mol.

Here are the natural (NBO) charges for atoms 1 to 4, given in e:
1 H 0.21
2 N -0.38
3 B 0.56
4 N -0.32

=====

3.
Here is an isolated ion of composition C3H10N4 and charge +2 from OMol25. Energies are from wB97M-V/def2-TZVPD.

Geometry as ORCA input:
```
! RIJCOSX wB97M-V def2-TZVPD def2/J DEFGRID3
* xyz 2 1
N 0.33 1.64 0.02
N -0.98 1.13 -0.06
C -1.06 -0.62 -0.42
N -1.82 -1.22 0.50
C 0.36 -1.08 -0.51
C 1.48 -0.62 -0.09
N 2.66 -0.40 0.27
H 0.50 2.18 0.87
H 0.58 2.21 -0.79
H -1.57 1.60 -0.77
H -1.48 1.22 0.84
H -1.52 -0.58 -1.41
H -2.82 -1.32 0.38
H -1.45 -1.52 1.39
H 0.43 -2.01 -1.07
H 3.32 0.15 -0.29
H 3.04 -0.77 1.14
*
```

The HOMO energy comes out at -18.501 eV. The value obtained for the largest force on an atom is 1.20 eV Å⁻¹. For the calculated total energy, the calculation gives -338.600936 Eh. Its SMILES is N[NH2+][C@H](N)C=C=[NH2+]. Its gap between HOMO and LUMO is 10.20 eV. Its energy above the lowest of the compared OMol25 structures with the same formula, charge and spin is 299.6 kJ/mol.

Here are the natural (NBO) charges for atoms 1 to 4, given in e:
1 N -0.65
2 N -0.44
3 C 0.16
4 N -0.77

=====

4.
Here is C21H60F3N12O11S as an isolated structure from OMol25. Energies are from wB97M-V/def2-TZVPD.

Geometry as ORCA input:
```
! RIJCOSX wB97M-V def2-TZVPD def2/J DEFGRID3
* xyz -1 1
C 7.63 3.06 23.45
F 8.63 2.93 22.50
F 7.05 1.89 23.56
F 8.01 3.54 24.60
S 6.30 4.35 22.77
O 5.85 3.91 21.48
O 5.27 4.31 23.83
O 7.02 5.66 22.65
C 10.45 5.85 23.32
O 11.48 5.20 23.51
N 10.52 7.11 23.10
N 9.28 5.37 23.27
H 9.64 7.56 22.88
H 11.34 7.63 23.35
H 9.11 4.48 23.72
H 8.45 5.91 23.05
C 7.75 4.68 19.53
O 8.42 5.30 18.69
N 8.09 3.73 20.34
N 6.53 4.98 19.84
H 7.36 3.51 21.00
H 9.07 3.52 20.49
H 6.21 5.81 19.37
H 6.06 4.52 20.60
C 5.06 3.77 26.61
O 4.78 3.79 27.77
N 4.76 2.86 25.70
N 5.58 4.80 26.06
H 5.10 2.98 24.76
H 3.97 2.25 25.87
H 6.03 5.35 26.77
H 5.66 4.84 25.05
C 4.04 1.67 22.71
O 3.87 0.57 23.14
N 4.95 2.00 21.90
N 3.32 2.68 23.15
H 5.12 2.96 21.64
H 5.59 1.28 21.59
H 2.45 2.58 23.65
H 3.47 3.54 22.65
C 8.96 7.51 26.14
C 7.73 6.59 26.45
C 8.02 5.12 26.14
O 9.27 4.78 26.80
C 9.79 3.46 26.48
N 7.17 6.71 27.73
H 9.70 7.50 26.93
H 8.52 8.51 26.13
H 9.35 7.26 25.15
H 6.97 6.82 25.70
H 8.21 4.98 25.08
H 7.25 4.39 26.40
H 10.40 3.43 25.58
H 8.98 2.75 26.26
H 10.39 3.09 27.30
H 7.03 7.70 27.87
H 7.79 6.39 28.46
C 8.56 6.42 20.87
C 8.77 7.65 21.67
C 8.54 8.99 20.94
O 8.91 9.99 21.83
C 8.93 11.32 21.28
N 8.04 7.56 22.92
H 9.15 6.57 19.97
H 7.53 6.37 20.52
H 8.84 5.52 21.43
H 9.78 7.71 22.06
H 7.50 9.15 20.66
H 9.07 8.90 19.99
H 9.54 11.44 20.38
H 9.38 12.05 21.95
H 7.94 11.53 20.88
H 7.36 6.83 22.79
H 7.50 8.40 23.08
C 6.33 7.50 23.80
C 4.94 6.95 23.91
C 4.03 8.09 24.46
O 4.28 8.42 25.88
C 4.16 9.79 26.38
N 4.40 6.32 22.71
H 6.33 8.34 23.10
H 7.00 6.79 23.31
H 6.70 7.80 24.78
H 5.05 6.28 24.76
H 2.98 7.81 24.48
H 4.18 8.99 23.87
H 4.48 9.86 27.42
H 3.16 10.22 26.44
H 4.75 10.47 25.77
H 4.24 6.97 21.95
H 5.08 5.63 22.45
C 12.10 2.20 26.46
C 12.56 2.95 25.20
C 11.50 3.00 24.09
O 11.30 1.63 23.64
C 10.78 1.55 22.35
N 12.97 4.32 25.66
H 12.92 2.29 27.18
H 11.96 1.13 26.29
H 11.17 2.48 26.93
H 13.51 2.48 24.92
H 11.86 3.66 23.30
H 10.51 3.43 24.21
H 11.53 1.92 21.66
H 9.89 2.17 22.23
H 10.44 0.52 22.19
H 12.08 4.74 25.87
H 13.39 4.82 24.89
*
```

The HOMO energy comes out at -5.635 eV. The value obtained for the largest force on an atom is 19.55 eV Å⁻¹. For the calculated total energy, the calculation gives -3017.468083 Eh. Its gap between HOMO and LUMO is 7.79 eV. Its energy above the lowest of the compared OMol25 structures with the same formula, charge and spin is 3673.9 kJ/mol.

Here are the Löwdin charges for atoms 1 to 4, given in e:
1 C -0.50
2 F 0.03
3 F 0.22
4 F 0.07

=====

5.
Here is a 2-piece molecular cluster, C3H11N5 overall from OMol25. Energies are from wB97M-V/def2-TZVPD.

Geometry as ORCA input:
```
! RIJCOSX wB97M-V def2-TZVPD def2/J DEFGRID3
* xyz 0 1
H -2.35 0.12 0.96
N -1.90 0.88 1.47
C -0.62 0.86 1.28
N 0.13 -0.38 0.96
N 1.50 -0.41 1.22
N -0.51 -1.60 0.81
H 0.03 1.54 1.85
H 1.65 -0.45 2.23
H 1.84 -1.30 0.86
H -1.34 -1.63 1.39
H -0.86 -1.63 -0.16
H -1.96 -0.08 -1.39
N -1.03 -0.29 -1.76
C -0.14 0.51 -1.31
C 1.25 0.60 -1.86
H -0.47 1.42 -0.54
H 1.63 -0.41 -2.08
H 1.91 1.08 -1.14
H 1.23 1.18 -2.78
*
```

The HOMO energy comes out at -8.694 eV. The value obtained for the largest force on an atom is 4.78 eV Å⁻¹. For the calculated total energy, the calculation gives -394.545220 Eh. Its SMILES is [H]/N=C\N(N)N.[H]/N=C/C. Its gap between HOMO and LUMO is 9.57 eV. Its energy above the lowest of the compared OMol25 structures with the same formula, charge and spin is 368.7 kJ/mol.

Here are the natural (NBO) charges for atoms 1 to 4, given in e:
1 H 0.32
2 N -0.68
3 C 0.23
4 N -0.17

=====

6.
Here is a 2-piece molecular cluster, H3N4 overall from OMol25. Energies are from wB97M-V/def2-TZVPD.

Geometry as ORCA input:
```
! RIJCOSX wB97M-V def2-TZVPD def2/J DEFGRID3
* xyz -1 1
N -2.23 0.14 -0.23
N 1.18 0.81 -0.20
N 0.48 -1.25 0.14
N 0.32 -0.07 -0.17
H -1.89 0.25 0.68
H 0.75 1.76 -0.63
H 1.40 -1.63 0.41
*
```

The HOMO energy (alpha / beta) comes out at -2.498 / -2.632 eV. The value obtained for the largest force on an atom is 5.15 eV Å⁻¹. For the calculated total energy, the calculation gives -220.602804 Eh. Its gap between HOMO and LUMO (alpha / beta) is 6.65 / 7.15 eV. Its energy above the lowest of the compared OMol25 structures with the same formula, charge and spin is 341.6 kJ/mol.

Here are the natural (NBO) charges for atoms 1 to 4, given in e:
1 N -0.46
2 N -0.67
3 N -0.64
4 N 0.03